Record 1
Density functional theory data (the ωB97M-V functional and the def2-TZVPD basis) for C13H19FeN2 as an isolated structure at a distorted geometry.

```
35
Properties=species:S:1:pos:R:3:forces:R:3:lowdin_charge:R:1
C -4.8235 -1.2313 2.3903 0.7 -0.1 0.4 -0.154
N -3.5857 -0.4842 2.2547 -1.2 2.1 -0.7 -0.234
N -2.4260 -1.2502 2.4876 0.5 -1.1 1.0 -0.032
H -5.6926 -0.5917 2.2283 0.2 0.1 -0.1 0.071
H -4.8476 -2.0322 1.6525 0.0 0.0 -0.1 0.067
H -4.8925 -1.6775 3.3818 -0.2 -0.3 0.3 0.059
H -3.5776 0.2929 2.9243 0.0 -0.6 -0.3 0.104
H -2.4396 -1.9928 1.8019 0.2 0.0 -0.2 0.061
H -1.6235 -0.6705 2.2689 0.0 0.0 -0.3 0.063
C -1.8217 -0.1055 -1.2408 -0.2 0.2 0.1 -0.140
C -0.6206 0.1425 -2.0610 -0.8 0.7 -0.4 -0.172
C 0.5829 -0.4549 -1.8245 2.6 -2.2 -0.1 -0.331
C 1.8769 -0.2423 -2.5912 -1.7 -0.5 0.1 -0.151
C 2.8895 -0.9615 -1.9612 0.1 -2.6 1.1 -0.203
C 2.3110 -1.6869 -0.7856 2.0 -0.6 -2.1 -0.204
C 0.9525 -1.3996 -0.6951 -1.3 0.5 -1.3 -0.154
Fe 2.0407 0.3840 -0.6013 -0.7 0.0 0.2 0.300
C 1.2085 1.8963 0.6105 1.0 1.3 0.3 -0.192
C 1.7150 2.4623 -0.6239 0.8 0.8 1.4 -0.189
C 3.1319 2.1571 -0.7114 -0.5 0.8 1.0 -0.196
C 3.4992 1.3994 0.4733 -0.2 0.8 0.2 -0.203
C 2.3078 1.2393 1.2896 0.0 1.2 -0.1 -0.197
H -2.5653 0.6874 -1.3485 0.0 0.0 0.0 0.061
H -2.2939 -1.0482 -1.5275 -0.3 -0.3 0.1 0.063
H -1.5674 -0.1610 -0.1800 0.0 -0.1 0.1 0.042
H -0.7009 0.7894 -2.9168 -0.1 0.2 -0.2 0.083
H 1.9977 0.4083 -3.4599 -0.1 -0.2 0.3 0.097
H 3.9451 -0.9614 -2.2479 -0.4 -0.1 0.2 0.087
H 2.8697 -2.3453 -0.1149 -0.1 0.3 -0.3 0.084
H 0.2659 -1.8048 0.0494 0.2 0.2 -0.3 0.082
H 0.1904 2.0060 0.9924 0.4 -0.2 -0.2 0.085
H 1.1410 3.0465 -1.3469 0.2 -0.4 0.2 0.091
H 3.7990 2.4362 -1.5308 -0.3 -0.1 0.3 0.088
H 4.4954 1.0114 0.7028 -0.4 0.2 -0.1 0.082
H 2.2583 0.7428 2.2610 0.0 0.2 -0.4 0.082
```
Positions in Å, forces in eV/Å.

* E_HOMO (alpha / beta): -0.570 / -2.449 eV
* 2S+1: 5
* total charge: -1
* LUMO level (alpha / beta): 0.1132 / 0.1127 hartree
* expectation value of S²: 6.067

***

Record 2
Density functional theory data (the ωB97M-V functional and the def2-TZVPD basis) for a 2-piece molecular cluster, C13H19N overall at a distorted geometry.

```
33
Properties=species:S:1:pos:R:3:forces:R:3:lowdin_charge:R:1
C 1.5897 -0.9942 -2.9850 0.0 0.9 -1.4 -0.092
C 0.4267 0.0037 -3.1791 -0.8 0.4 0.5 -0.196
C -0.0443 0.6038 -1.8668 1.8 -0.8 -1.0 -0.208
C 0.8598 1.1187 -0.9521 -2.5 -0.7 -1.2 -0.055
N 0.1045 1.5832 0.0932 0.2 0.7 1.6 0.061
C -1.2386 1.3041 -0.0627 0.5 -1.6 -1.7 -0.191
C -2.3122 1.4468 0.8195 1.2 0.6 -0.4 -0.041
C -3.5365 0.9167 0.4585 0.5 -0.5 0.8 -0.100
C -3.7273 0.4798 -0.8562 0.5 0.2 -0.7 -0.108
C -2.6906 0.4438 -1.7632 0.9 0.4 -0.2 -0.042
C -1.3512 0.6374 -1.3534 -1.1 1.9 2.2 -0.111
H 2.2637 -0.6644 -2.1990 -0.1 -0.3 0.2 0.050
H 2.1746 -0.9896 -3.9171 0.0 -0.3 0.2 0.070
H 1.2101 -2.0027 -2.8470 0.1 0.0 0.4 0.073
H 0.6540 0.8726 -3.8268 0.2 -0.7 0.0 0.113
H -0.4430 -0.5138 -3.6137 0.4 0.2 -0.1 0.106
H 1.9221 1.1179 -1.1228 0.1 0.4 0.7 0.118
H 0.4665 1.7692 1.0154 0.2 0.1 -0.2 0.134
H -2.0795 2.0986 1.6576 -0.6 -0.6 0.6 0.110
H -4.2229 0.6898 1.2678 -0.6 0.7 -0.4 0.100
H -4.6788 0.3011 -1.3163 -0.7 -0.2 0.5 0.093
H -2.9119 0.4963 -2.8103 -0.2 -0.8 -0.5 0.102
C 2.5531 -0.8241 1.7773 -0.2 -0.7 -0.2 -0.120
C 1.9130 -1.1733 3.1430 0.2 1.7 0.0 -0.302
C 0.3947 -0.9318 3.2035 -0.1 -0.7 0.1 -0.124
H 2.2024 0.1310 1.3324 -0.3 -0.9 0.1 0.054
H 2.4344 -1.7213 1.1671 -0.6 0.5 -0.8 0.068
H 3.6356 -0.7389 1.7489 0.3 0.1 0.8 0.059
H 2.0870 -2.2201 3.4007 0.3 0.2 0.1 0.099
H 2.4223 -0.4948 3.8267 -0.1 -0.4 0.7 0.089
H -0.0724 -1.1017 4.1725 0.5 -0.4 0.4 0.060
H 0.0200 0.0800 3.0153 0.4 -0.2 -0.8 0.056
H -0.0250 -1.7240 2.5719 -0.5 0.7 -0.3 0.077
```
Positions in Å, forces in eV/Å.

* E_HOMO: -7.630 eV
* LUMO level: 0.0339 hartree
* SMILES: CCc1c[nH]c2ccccc12.CCC
* energy relative to the best compared isomer or geometry (same formula, charge and spin): 158.4 kJ/mol

***

Record 3
Density functional theory data (the ωB97M-V functional and the def2-TZVPD basis) for a single C13H19N3O6S molecule at a distorted geometry.

```
42
Properties=species:S:1:pos:R:3:forces:R:3:lowdin_charge:R:1
C 6.2370 -1.3647 -1.1695 -0.2 0.3 0.2 -0.061
C 6.3292 -0.1607 -0.2431 0.4 -0.1 -0.4 -0.217
O 5.0585 0.1733 0.3130 -0.3 0.0 0.1 -0.004
C 4.2448 0.9035 -0.4772 0.0 0.2 0.2 -0.543
O 4.5414 1.3208 -1.5726 0.3 0.0 -0.4 0.089
N 3.0635 1.1532 0.1381 0.0 -0.1 0.1 -0.024
C 2.7165 0.5187 1.3984 0.0 -0.1 0.4 -0.111
C 1.2832 0.8875 1.7694 0.4 -0.1 0.4 -0.176
N 0.3558 0.5276 0.7173 -0.5 -1.0 0.2 -0.222
S -0.1642 -1.0736 0.7781 -0.7 0.3 -0.4 0.673
O 0.6395 -1.9281 -0.0532 -0.1 0.1 -0.1 -0.291
O -0.3260 -1.4248 2.1564 -0.1 0.2 0.2 -0.277
C -1.7475 -0.9059 0.0065 0.7 -0.2 0.0 -0.273
C -2.1458 -1.5187 -1.1632 0.4 -0.2 0.0 -0.052
N -3.4039 -1.1297 -1.4284 -0.2 0.0 -0.1 0.110
C -3.8365 -0.2732 -0.4533 0.3 0.2 0.5 -0.161
C -5.1862 0.2820 -0.5329 -0.2 0.0 -0.1 -0.455
O -5.9565 0.0212 -1.4297 0.1 0.0 0.1 0.110
O -5.4656 1.1017 0.4843 0.4 -0.1 0.1 -0.023
C -6.7663 1.6753 0.4771 -0.4 0.1 -0.2 -0.043
C -2.8128 -0.1158 0.4607 -0.5 0.1 -0.2 0.030
C 0.7611 0.9216 -0.6262 0.0 0.3 -0.8 -0.168
C 2.0043 1.8075 -0.5941 -0.2 0.0 -0.1 -0.113
H 5.6187 -1.1196 -2.0294 0.0 0.0 -0.1 0.074
H 7.2304 -1.6370 -1.5147 0.1 -0.1 -0.1 0.076
H 5.7960 -2.2094 -0.6458 0.0 -0.1 0.0 0.078
H 6.9636 -0.3746 0.6199 -0.1 0.1 -0.1 0.122
H 6.7187 0.7055 -0.7879 0.0 -0.1 0.2 0.121
H 2.7922 -0.5708 1.2996 0.0 0.1 0.1 0.131
H 3.4149 0.8438 2.1762 -0.1 -0.1 0.0 0.132
H 1.1934 1.9590 1.9690 0.0 -0.1 0.0 0.129
H 0.9719 0.3350 2.6561 0.2 0.2 0.1 0.114
H -1.5941 -2.1955 -1.7835 0.1 -0.1 -0.2 0.133
H -3.9839 -1.4074 -2.2068 0.1 0.0 0.1 0.171
H -6.8255 2.3010 1.3635 0.0 0.0 0.0 0.094
H -6.9134 2.2718 -0.4256 0.0 0.0 0.1 0.098
H -7.5267 0.8924 0.5076 0.1 0.1 0.0 0.099
H -2.8256 0.4841 1.3459 -0.1 0.2 0.2 0.127
H -0.0693 1.4562 -1.1002 0.1 0.0 -0.1 0.125
H 0.9752 0.0159 -1.2042 0.1 0.3 -0.1 0.117
H 2.3720 1.9853 -1.6068 -0.2 0.0 0.2 0.129
H 1.7695 2.7726 -0.1316 0.0 0.0 -0.1 0.129
```
Positions in Å, forces in eV/Å.

* E_HOMO: -9.277 eV
* LUMO level: 0.0202 hartree
* SMILES: CCOC(=O)N1CCN(S(=O)(=O)c2c[nH]c(C(=O)OC)c2)CC1
* energy relative to the best compared isomer or geometry (same formula, charge and spin): 0.0 kJ/mol

***

Record 4
Density functional theory data (the ωB97M-V functional and the def2-TZVPD basis) for C13H19N6O3PbS as an isolated structure.

```
43
Properties=species:S:1:pos:R:3:forces:R:3:lowdin_charge:R:1
Pb -2.6444 0.1728 -0.0377 -0.3 0.1 -0.2 1.430
N -2.0740 2.3290 0.9725 0.0 -0.1 0.1 -0.083
C -2.9740 2.6849 2.1057 -0.2 0.0 0.0 -0.201
C -4.4213 2.3811 1.7470 0.2 0.0 0.0 -0.174
N -4.6217 0.9733 1.3155 -0.1 0.0 0.0 -0.183
C -4.9223 0.0110 2.4072 0.2 -0.1 0.1 -0.175
C -3.6672 -0.5624 3.0462 -0.2 0.1 0.0 -0.201
N -2.7955 -1.1897 2.0108 0.0 0.1 0.1 -0.085
H -2.1956 3.0230 0.2345 0.1 0.0 0.0 0.108
H -1.1055 2.4191 1.2725 0.0 0.0 -0.1 0.106
H -2.6550 2.1237 2.9803 0.1 0.0 0.0 0.109
H -2.8904 3.7449 2.3474 0.0 0.0 0.0 0.143
H -5.0564 2.6177 2.6034 0.0 0.0 0.0 0.143
H -4.7278 3.0302 0.9246 0.0 0.0 0.0 0.138
H -5.4339 0.9725 0.7029 0.0 0.0 0.0 0.126
H -5.5304 0.4831 3.1819 0.0 0.0 0.0 0.143
H -5.5115 -0.8042 1.9828 0.0 0.0 0.0 0.139
H -3.0924 0.2082 3.5534 0.0 0.0 0.0 0.110
H -3.9628 -1.2972 3.7960 0.0 0.0 0.0 0.143
H -1.9180 -1.4657 2.4461 0.0 0.0 0.0 0.101
H -3.2323 -2.0618 1.7103 0.1 0.0 0.0 0.106
O 6.0369 -0.5266 -4.3883 -0.2 0.3 -0.2 0.041
S 4.6052 0.2851 -4.3384 -0.3 0.1 0.1 0.823
O 3.6828 -0.1955 -5.2763 0.1 -0.2 0.0 -0.128
O 4.7636 1.6215 -3.9587 0.2 0.0 0.1 -0.117
C 5.8041 -1.2069 -3.2504 -0.3 -0.4 0.7 -0.378
N 6.5626 -2.0669 -2.6678 0.3 0.0 -0.3 0.247
C 6.0454 -2.5817 -1.5507 0.0 0.0 0.0 0.033
C 4.7854 -2.2302 -1.0494 0.0 0.1 -0.1 0.075
C 4.0154 -1.2987 -1.7245 -0.1 0.0 0.3 -0.095
N 4.5856 -0.7929 -2.8429 0.5 0.0 -0.6 0.092
C 2.6631 -0.8630 -1.3036 -0.3 0.1 -0.1 -0.100
C 1.8053 -0.1956 -2.1793 0.3 -0.2 0.2 0.045
C 0.5304 0.1406 -1.7563 -0.1 0.0 -0.1 -0.105
N 0.0688 -0.1345 -0.5344 0.2 0.0 0.2 -0.065
C 0.9004 -0.7492 0.3142 0.1 0.0 -0.1 -0.108
C 2.1871 -1.1319 -0.0205 0.1 0.0 0.0 0.035
H 6.6773 -3.3037 -1.0462 -0.1 0.0 0.1 0.154
H 4.4284 -2.7057 -0.1495 0.0 0.0 0.0 0.132
H 2.1029 0.0484 -3.1865 -0.1 0.0 -0.1 0.109
H -0.1448 0.6453 -2.4380 0.0 0.0 0.0 0.125
H 0.5275 -0.9416 1.3130 0.0 0.0 0.0 0.114
H 2.7991 -1.6095 0.7312 0.0 0.0 0.0 0.129
```
Positions in Å, forces in eV/Å.

* E_HOMO: -18.913 eV
* total charge: +3
* LUMO level: -0.3674 hartree

***

Number 1: DFT total energy -1879.79223 Eh. Number 2: DFT total energy -561.46242 Eh. Number 3: DFT total energy -1520.69341 Eh. Number 4: DFT total energy -1651.08522 Eh.